The following is a DFT calculation (ωB97M-V/def2-TZVPD) of a molecular structure, C24H43F5OP2RuTe at a distorted geometry.

```
! wB97M-V def2-TZVPD RIJCOSX def2/J DEFGRID3
* xyz 2 5
Ru 0.5986 -0.4837 -2.6197
C -0.7739 -1.8001 0.0456
C 0.5762 -1.6308 -0.6292
C 0.5166 -0.5475 1.4810
C -0.7824 -1.1213 1.2513
C 1.3564 -0.8826 0.4289
C -1.8466 -2.7114 -0.3784
H -1.5669 -3.3169 -1.2470
H -2.7769 -2.1598 -0.5914
H -2.0921 -3.4016 0.4461
C -1.9006 -0.9982 2.2186
H -2.7867 -1.5439 1.8701
H -2.1614 0.0645 2.3639
H -1.6079 -1.4039 3.2022
C 0.8602 0.1925 2.7171
H 0.8984 -0.4777 3.5936
H 0.0977 0.9598 2.9169
H 1.8342 0.6894 2.6223
C 2.8280 -0.8710 0.5220
H 3.1874 -1.6563 1.2140
H 3.1808 0.0683 0.9585
H 3.3142 -1.0321 -0.4473
C 1.2195 -2.8994 -1.1055
H 1.7823 -3.3571 -0.2829
H 1.9107 -2.6730 -1.9263
H 0.4801 -3.6350 -1.4354
C -1.8768 0.8708 -5.7446
C -1.9923 -0.4687 -5.7857
C -1.1155 -1.3797 -6.5854
C 0.3782 -0.9932 -6.5742
C 0.8702 -0.3369 -5.3050
C 0.9912 0.9971 -5.2151
C 0.3988 1.9986 -6.1597
C -1.0294 1.6854 -6.6647
H -1.4629 -1.4104 -7.6359
H 0.5658 -0.3354 -7.4392
H -1.2216 -2.4077 -6.2023
H -0.9524 1.1990 -7.6503
H -2.6129 1.4407 -5.1732
H -2.9015 -0.9294 -5.3780
H -1.5383 2.6512 -6.8314
H 0.4014 2.9798 -5.6624
H 1.7245 1.4360 -4.5451
H 1.0467 2.1249 -7.0471
H 0.9629 -1.9059 -6.7648
H 1.3260 -1.0167 -4.5525
P -1.4381 0.7604 -2.1182
P 1.5928 1.4123 -1.8371
C -0.8776 2.2952 -2.9903
C 0.5408 2.7325 -2.6058
H -1.5988 3.0420 -2.6187
H -1.0297 2.2231 -4.0778
H 1.0967 3.1551 -3.4510
H 0.4300 3.5103 -1.8379
C 2.2379 2.3058 -0.4067
H 2.8516 1.6524 0.2206
H 1.4296 2.7360 0.2048
H 2.8763 3.1098 -0.8102
C 3.1131 0.9906 -2.7597
H 3.3310 1.8001 -3.4638
H 2.9623 0.0320 -3.2935
H 3.9342 0.8568 -2.0427
C -3.2190 0.7680 -2.3425
H -3.5960 -0.1407 -1.8712
H -3.4860 0.7996 -3.3975
H -3.6095 1.6289 -1.7976
C -1.3449 -1.0444 -2.9465
H -0.6165 -1.8783 -2.6082
H -1.3967 -0.9911 -4.0341
H -2.2837 -1.4818 -2.5865
F -1.8935 4.9618 1.9384
Te -1.6782 3.3266 1.0510
F -1.0013 4.4193 -0.4702
F -2.2354 2.4258 2.7567
F -3.5377 3.6358 0.4289
F 0.1848 3.3900 1.7759
O -1.2166 0.9730 -0.6311
*
```

Its HOMO energy (spin up / spin down) is -0.5294 / -0.5416 Ha. As for the expectation value of S²: 6.07. The value obtained for the LUMO energy (spin up / spin down) is -7.36 / -9.84 eV. The calculation puts the molecular weight at 733.22 g mol⁻¹. The calculation puts the total energy at -69652.482 eV. The gap between HOMO and LUMO (spin up / spin down) is 7.042 / 4.896 eV. The value obtained for the energy above the lowest of the compared OMol25 structures with the same formula, charge and spin is 0.0 kJ/mol.